P:
Below is an isolated molecule of C6H12N2O2, with properties calculated with ωB97M-V with the def2-TZVPD basis set.

Summary:
SMILES string: CCCN(C=O)CC(N)=O
2S+1: 1

Each atom is followed by the atoms it is bonded to, with distances in Å.
Element x y z (Å)
1 C 1.7903 -2.2745 -1.1567  C2 1.524, H11 1.100, H12 1.098, H13 1.100
2 C 0.4432 -1.6187 -0.8786  C1 1.524, C3 1.525, H14 1.101, H15 1.100
3 C 0.5822 -0.1205 -0.6275  C2 1.525, N4 1.459, H16 1.101, H17 1.099
4 N -0.6856 0.5426 -0.3405  C3 1.459, C5 1.350, C7 1.444
5 C -1.3620 1.2030 -1.3045  N4 1.350, O6 1.224, H18 1.108
6 O -2.3722 1.8692 -1.1204  C5 1.224
7 C -1.2627 0.3923 0.9751  N4 1.444, C8 1.525, H19 1.098, H20 1.098
8 C -1.0354 1.5600 1.9294  C7 1.525, N9 1.340, O10 1.230
9 N 0.2254 1.9737 2.1146  C8 1.340, H21 1.011, H22 1.026
10 O -1.9665 1.9763 2.6160  C8 1.230
11 H 2.4920 -2.1019 -0.3272  C1 1.100
12 H 1.6800 -3.3598 -1.2839  C1 1.098
13 H 2.2452 -1.8712 -2.0733  C1 1.100
14 H -0.2380 -1.7696 -1.7298  C2 1.101
15 H -0.0273 -2.0979 -0.0069  C2 1.100
16 H 1.2646 0.0612 0.2172  C3 1.101
17 H 1.0308 0.3665 -1.5048  C3 1.099
18 H -0.8972 1.1003 -2.3047  C5 1.108
19 H -2.3491 0.2624 0.8850  C7 1.098
20 H -0.8593 -0.5054 1.4616  C7 1.098
21 H 0.7497 2.4177 1.3732  N9 1.011
22 H 0.5518 1.9945 3.0867  N9 1.026

Löwdin atomic charge list, values in e, 4 entries:
1 C -0.12
2 C -0.25
3 C -0.20
4 N -0.11

***

Q:
Below is a cluster of 3 separate species, C6H12N2O2 in total, with properties calculated with ωB97M-V with the def2-TZVPD basis set.

Summary:
2S+1: 1

Each atom is followed by the atoms it is bonded to, with distances in Å.
Element x y z (Å)
1 C -2.0722 -0.2979 -2.5878  C2 1.521, H10 1.098, H11 1.098, H12 1.098
2 C -1.5079 0.0838 -1.2277  C1 1.521, N3 1.459, H13 1.099, H14 1.102
3 N -0.1628 -0.3969 -0.9314  C2 1.459, C4 1.474, C8 1.821
4 C 0.1528 -1.8358 -0.8800  N3 1.474, C5 1.528, H15 1.098, H16 1.100
5 C 1.6376 -1.6428 -1.1865  C4 1.528, C6 1.475, N7 1.450, C8 1.515
6 C 2.7503 -2.4177 -0.6050  C5 1.475, N7 1.458, H17 1.091, H18 1.092
7 N 2.4712 -2.4717 -2.0355  C5 1.450, C6 1.458, H19 1.018
8 C 1.5888 -0.1382 -1.3558  N3 1.821, C5 1.515, O9 1.211
9 O 2.0143 0.5938 -2.2215  C8 1.211
10 H -1.3210 -0.1865 -3.3811  C1 1.098
11 H -2.4147 -1.3415 -2.5808  C1 1.098
12 H -2.9346 0.3367 -2.8326  C1 1.098
13 H -1.4584 1.1785 -1.1489  C2 1.099
14 H -2.1842 -0.2648 -0.4301  C2 1.102
15 H -0.0259 -2.2314 0.1284  C4 1.098
16 H -0.3274 -2.4458 -1.6598  C4 1.100
17 H 3.6600 -1.8861 -0.3217  C6 1.091
18 H 2.4729 -3.2734 0.0145  C6 1.092
19 H 1.9781 -3.3267 -2.2859  N7 1.018
20 H 0.3923 0.4495 0.2616  no bonds
21 O 1.6689 0.9003 0.2951  H22 0.991
22 H 2.0581 0.2582 0.9414  O21 0.991

Löwdin atomic charge list, values in e, 4 entries:
1 C -0.10
2 C -0.27
3 N -0.14
4 C -0.11

***

P wins, 0.1724 hartree ahead of the next structure.

***

P:
Below is an isolated molecule of C2H4O4, with properties calculated with ωB97M-V with the def2-TZVPD basis set.

Summary:
SMILES string: CC(=O)OOO
2S+1: 1

Each atom is followed by the atoms it is bonded to, with distances in Å.
Element x y z (Å)
1 C -0.8518 -0.3273 -0.1847  C2 1.455, H7 1.099, H8 1.116, H9 1.179
2 C 0.3530 -0.8847 0.4108  C1 1.455, O3 1.143, O4 1.737
3 O 0.6991 -1.9725 0.4682  C2 1.143
4 O 1.4930 0.3569 0.8293  C2 1.737, O5 1.390
5 O 2.7545 -0.0853 0.4471  O4 1.390, O6 1.443
6 O 3.0413 0.2331 -0.9309  O5 1.443, H10 0.953
7 H -1.0602 0.7185 0.0832  C1 1.099
8 H -1.7275 -0.9434 0.1302  C1 1.116
9 H -0.6845 -0.3586 -1.3512  C1 1.179
10 H 2.9931 1.1787 -0.8209  O6 0.953

Löwdin atomic charge list, values in e, 4 entries:
1 C -0.01
2 C -0.35
3 O 0.21
4 O -0.11

***

Q:
Below is a cluster of 2 separate species, C2H4O4 in total, with properties calculated with ωB97M-V with the def2-TZVPD basis set.

Summary:
SMILES string: O=CO.O=CO
2S+1: 1

Each atom is followed by the atoms it is bonded to, with distances in Å.
Element x y z (Å)
1 O -0.4563 2.0808 -1.6126  C2 1.244
2 C -0.5260 2.8463 -2.5913  O1 1.244, O3 1.354, H4 1.108
3 O -0.1904 4.1575 -2.5629  C2 1.354, H5 0.996
4 H -0.7952 2.5032 -3.6098  C2 1.108
5 H 0.1152 4.5527 -1.7012  O3 0.996
6 O 2.9512 -3.7590 -0.6908  C7 1.217
7 C 2.4713 -4.1365 -1.7440  O6 1.217, O8 1.374, H9 1.108
8 O 2.8001 -3.6886 -3.0004  C7 1.374, H10 0.996
9 H 1.6494 -4.8680 -1.8746  C7 1.108
10 H 3.5858 -3.0861 -2.8917  O8 0.996

Löwdin atomic charge list, values in e, 4 entries:
1 O 0.02
2 C -0.34
3 O 0.04
4 H 0.14

***

Q wins, 0.2162 hartree ahead of the next structure.

***

P:
Below is a cluster of 2 separate species, NO5S in total, with properties calculated with ωB97M-V with the def2-TZVPD basis set.

Summary:
Net charge: -1
2S+1: 1

Each atom is followed by the atoms it is bonded to, with distances in Å.
Element x y z (Å)
1 N 1.6804 0.1744 0.0369  O3 1.262, O6 1.240
2 O -1.8632 -0.7146 -1.1382  S7 1.468
3 O 2.9296 0.2593 -0.1210  N1 1.262
4 O -0.8847 1.4328 -0.2095  S7 1.452
5 O -1.7696 -0.2496 1.2979  S7 1.466
6 O 1.1497 -0.9376 0.1743  N1 1.240
7 S -1.2420 0.0352 -0.0403  O2 1.468, O4 1.452, O5 1.466

Löwdin atomic charge list, values in e, 4 entries:
1 N -0.34
2 O -0.33
3 O -0.17
4 O -0.31

***

Q:
Below is the ion NO5S with charge -1, with properties calculated with ωB97M-V with the def2-TZVPD basis set.

Summary:
SMILES string: O=[N+]([O-])S(=O)(=O)[O-]
Net charge: -1
2S+1: 1

Each atom is followed by the atoms it is bonded to, with distances in Å.
Element x y z (Å)
1 O 1.6176 -0.8325 -0.5193  N2 1.191
2 N 1.0496 0.1392 -0.1301  O1 1.191, O3 1.193, S4 1.864
3 O 1.4983 1.0926 0.4290  N2 1.193
4 S -0.7956 -0.1003 -0.0136  N2 1.864, O5 1.445, O6 1.433, O7 1.592
5 O -1.0443 -1.4222 -0.5422  S4 1.445
6 O -0.8268 -0.0593 1.4186  S4 1.433
7 O -1.4987 1.1826 -0.6424  S4 1.592

Löwdin atomic charge list, values in e, 4 entries:
1 O 0.03
2 N -0.49
3 O 0.03
4 S 0.55

***

Q wins, 0.0274 hartree ahead of the next structure.

***

P:
Below is an isolated molecule of C2H6N4OS, with properties calculated with ωB97M-V with the def2-TZVPD basis set.

Summary:
SMILES string: [H]/N=C(/NN)SC(N)=O
2S+1: 1

Each atom is followed by the atoms it is bonded to, with distances in Å.
Element x y z (Å)
1 H -0.0091 1.8561 -0.1406  N2 1.054
2 N -0.9588 1.4478 0.0639  H1 1.054, C3 1.345
3 C -0.9616 0.1034 0.0287  N2 1.345, N4 1.498, S6 1.920
4 N -2.2495 -0.6606 -0.0232  C3 1.498, N5 1.443, H10 1.082
5 N -3.3908 0.1553 0.3158  N4 1.443, H11 1.163, H12 1.062
6 S 0.5094 -1.0902 -0.2821  C3 1.920, C7 1.812
7 C 1.8565 0.1039 -0.0790  S6 1.812, N8 1.333, O9 1.263
8 N 2.9607 -0.2464 0.5807  C7 1.333, H13 1.205, H14 1.150
9 O 1.7748 1.3133 -0.4329  C7 1.263
10 H -2.0527 -1.4773 0.6585  N4 1.082
11 H -2.9491 1.2304 0.3400  N5 1.163
12 H -3.8678 -0.0813 -0.6037  N5 1.062
13 H 3.5287 0.6485 1.1535  N8 1.205
14 H 3.1005 -1.3558 0.3106  N8 1.150

Löwdin atomic charge list, values in e, 4 entries:
1 H 0.04
2 N 0.06
3 C -0.56
4 N -0.19

***

Q:
Below is an isolated molecule of C2H6N4OS, with properties calculated with ωB97M-V with the def2-TZVPD basis set.

Summary:
SMILES string: N/N=C(/NN)C(=O)S
2S+1: 1

Each atom is followed by the atoms it is bonded to, with distances in Å.
Element x y z (Å)
1 N 0.6329 -1.1533 -1.5141  N2 1.475, H9 1.177, H10 1.137
2 N -0.2682 -0.0860 -1.0391  N1 1.475, C3 1.264
3 C -0.1015 0.2122 0.1780  N2 1.264, N4 1.362, C6 1.572
4 N -0.8310 1.2512 0.6721  C3 1.362, N5 1.387, H11 0.961
5 N -1.6283 1.6885 -0.3747  N4 1.387, H12 1.029, H13 1.007
6 C 0.8831 -0.3458 1.2683  C3 1.572, O7 1.301, S8 1.644
7 O 0.8378 0.3169 2.3866  C6 1.301
8 S 1.6074 -1.7690 0.8791  C6 1.644, H14 1.345
9 H 1.0953 -0.6462 -2.4709  N1 1.177
10 H -0.1886 -1.8418 -1.8944  N1 1.137
11 H -0.6661 1.4421 1.5997  N4 0.961
12 H -1.1493 1.6437 -1.2839  N5 1.029
13 H -2.4437 1.1069 -0.4817  N5 1.007
14 H 2.2203 -1.8196 2.0751  S8 1.345

Löwdin atomic charge list, values in e, 4 entries:
1 N -0.14
2 N -0.07
3 C -0.39
4 N -0.02

***

P wins, 0.0182 hartree ahead of the next structure.

***

P:
Below is the ion C5H10NO with charge -1, with properties calculated with ωB97M-V with the def2-TZVPD basis set.

Summary:
SMILES string: [O-]C[C@H]1CCCN1
Net charge: -1
2S+1: 1

Each atom is followed by the atoms it is bonded to, with distances in Å.
Element x y z (Å)
1 O 1.5488 2.6253 -0.1225  C2 1.339
2 C 0.4343 2.0542 0.3514  O1 1.339, C3 1.575, H8 1.136, H9 1.112
3 C 0.0654 0.7496 -0.4506  C2 1.575, C4 1.533, N7 1.487, H10 1.093
4 C 1.0314 -0.4360 -0.3504  C3 1.533, C5 1.545, H11 1.087, H12 1.092
5 C 0.0989 -1.6659 -0.4087  C4 1.545, C6 1.517, H13 1.088, H14 1.095
6 C -1.1433 -1.1851 0.3167  C5 1.517, N7 1.465, H15 1.105, H16 1.099
7 N -1.2580 0.2399 -0.0027  C3 1.487, C6 1.465, H17 1.012
8 H 0.4879 1.6241 1.4017  C2 1.136
9 H -0.4718 2.6988 0.3398  C2 1.112
10 H 0.0993 1.0548 -1.4993  C3 1.093
11 H 1.7737 -0.4453 -1.1443  C4 1.087
12 H 1.5530 -0.3739 0.6075  C4 1.092
13 H -0.0749 -1.9728 -1.4382  C5 1.088
14 H 0.5307 -2.5255 0.1139  C5 1.095
15 H -2.0337 -1.7811 0.0459  C6 1.105
16 H -1.0954 -1.3784 1.3976  C6 1.099
17 H -1.5462 0.7174 0.8421  N7 1.012

Löwdin atomic charge list, values in e, 4 entries:
1 O -0.35
2 C -0.54
3 C -0.36
4 C -0.16

***

Q:
Below is the ion C5H10NO with charge -1, with properties calculated with ωB97M-V with the def2-TZVPD basis set.

Summary:
SMILES string: [O-]C[C@@H]1CCCN1
Net charge: -1
2S+1: 1

Each atom is followed by the atoms it is bonded to, with distances in Å.
Element x y z (Å)
1 O -0.8192 -1.7564 -2.1560  C2 1.355
2 C -0.4583 -1.9134 -0.8600  O1 1.355, C3 1.575, H8 1.172, H9 1.080
3 C -0.6705 -0.5884 -0.0352  C2 1.575, C4 1.493, N7 1.599, H10 1.081
4 C -0.0132 0.4752 -0.8506  C3 1.493, C5 1.513, H11 1.110, H12 1.100
5 C 0.6448 1.5605 -0.0264  C4 1.513, C6 1.527, H13 1.081, H14 1.095
6 C 0.5776 0.9985 1.3917  C5 1.527, N7 1.516, H15 1.108, H16 1.101
7 N 0.0980 -0.4392 1.3592  C3 1.599, C6 1.516, H17 1.008
8 H 0.7085 -2.0250 -0.8387  C2 1.172
9 H -1.0118 -2.7472 -0.4554  C2 1.080
10 H -1.7186 -0.4161 0.1654  C3 1.081
11 H -0.7905 0.8391 -1.5544  C4 1.110
12 H 0.5435 0.0419 -1.6942  C4 1.100
13 H 0.2852 2.5723 -0.1474  C5 1.081
14 H 1.6883 1.7055 -0.3259  C5 1.095
15 H -0.1455 1.5311 2.0400  C6 1.108
16 H 1.5685 0.8613 1.8505  C6 1.101
17 H -0.4869 -0.6998 2.1374  N7 1.008

Löwdin atomic charge list, values in e, 4 entries:
1 O -0.39
2 C -0.50
3 C -0.30
4 C -0.23

***

P wins, 0.0388 hartree ahead of the next structure.

***

P:
Below is an isolated molecule of C3H3BrS, with properties calculated with ωB97M-V with the def2-TZVPD basis set.

Summary:
SMILES string: S=C/C=C\Br
2S+1: 1

Each atom is followed by the atoms it is bonded to, with distances in Å.
Element x y z (Å)
1 S -2.5785 1.3494 0.2517  C2 1.562
2 C -1.6050 0.1410 0.4296  S1 1.562, C3 1.849, H6 1.082
3 C 0.1093 -0.0374 -0.2412  C2 1.849, C4 1.465, H7 1.173
4 C 1.5680 0.0439 -0.1356  C3 1.465, Br5 1.887, H8 1.129
5 Br 2.6356 -0.0290 1.4190  C4 1.887
6 H -2.0080 -0.8150 0.7380  C2 1.082
7 H -0.1314 -0.3739 -1.3386  C3 1.173
8 H 2.0101 -0.2792 -1.1230  C4 1.129

Löwdin atomic charge list, values in e, 4 entries:
1 S 0.70
2 C -0.67
3 C -0.13
4 C -0.67

***

Q:
Below is an isolated molecule of C3H3BrS, with properties calculated with ωB97M-V with the def2-TZVPD basis set.

Summary:
2S+1: 1

Each atom is followed by the atoms it is bonded to, with distances in Å.
Element x y z (Å)
1 C 0.6855 -0.0579 -0.0849  C2 1.584, C3 1.569, S4 1.813, H6 1.092
2 C 1.7910 -0.7519 0.8127  C1 1.584, S4 1.666
3 C -0.7740 0.4409 0.2004  C1 1.569, Br5 1.932, H7 1.092, H8 1.094
4 S 1.0943 -1.8149 -0.2644  C1 1.813, C2 1.666
5 Br -1.9994 0.3079 -1.2873  C3 1.932
6 H 1.0988 0.5263 -0.9092  C1 1.092
7 H -0.7046 1.4875 0.5031  C3 1.092
8 H -1.1916 -0.1378 1.0295  C3 1.094

Löwdin atomic charge list, values in e, 4 entries:
1 C -0.68
2 C -0.31
3 C -0.65
4 S 0.85

***

Q wins, 0.0244 hartree ahead of the next structure.